[1]
{
  "formula": "C36H104N4O14",
  "method": "ωB97M-V/def2-TZVPD",
  "symbols": ["C", "C", "O", "H", "H", "H", "H", "H", "H", "C", "C", "O", "H", "H", "H", "H", "H", "H", "C", "C", "O", "H", "H", "H", "H", "H", "H", "C", "C", "O", "H", "H", "H", "H", "H", "H", "C", "C", "O", "H", "H", "H", "H", "H", "H", "C", "C", "O", "H", "H", "H", "H", "H", "H", "C", "C", "O", "H", "H", "H", "H", "H", "H", "C", "C", "O", "H", "H", "H", "H", "H", "H", "C", "C", "O", "H", "H", "H", "H", "H", "H", "C", "C", "O", "H", "H", "H", "H", "H", "H", "C", "C", "C", "O", "C", "N", "H", "H", "H", "H", "H", "H", "H", "H", "H", "H", "H", "C", "C", "C", "O", "C", "N", "H", "H", "H", "H", "H", "H", "H", "H", "H", "H", "H", "C", "C", "C", "O", "C", "N", "H", "H", "H", "H", "H", "H", "H", "H", "H", "H", "H", "C", "C", "C", "O", "C", "N", "H", "H", "H", "H", "H", "H", "H", "H", "H", "H", "H"],
  "xyz": [[-3.285, -1.697, -4.604], [-3.033, -0.382, -5.311], [-3.963, 0.601, -4.871], [-2.750, -2.490, -5.126], [-4.353, -1.904, -4.671], [-3.024, -1.693, -3.546], [-3.125, -0.485, -6.392], [-2.028, 0.009, -5.157], [-3.539, 1.053, -4.137], [0.443, -1.180, -6.523], [1.163, -1.880, -7.691], [0.213, -2.562, -8.438], [0.126, -1.975, -5.848], [-0.420, -0.621, -6.883], [1.169, -0.537, -6.027], [1.993, -2.529, -7.413], [1.570, -1.101, -8.336], [0.183, -2.183, -9.320], [-0.629, 2.778, -4.615], [-0.216, 4.108, -3.955], [-0.126, 5.187, -4.867], [-1.022, 2.158, -3.809], [0.216, 2.265, -5.074], [-1.337, 2.981, -5.419], [0.779, 4.094, -3.511], [-1.022, 4.439, -3.300], [-0.034, 5.998, -4.361], [2.359, -3.353, -1.218], [1.809, -4.749, -0.746], [0.905, -5.175, -1.739], [3.111, -3.485, -1.996], [2.801, -2.845, -0.361], [1.617, -2.717, -1.701], [1.217, -4.691, 0.168], [2.610, -5.487, -0.695], [0.598, -6.062, -1.540], [2.596, 2.925, -0.375], [3.553, 1.680, -0.363], [4.768, 2.047, -0.990], [1.862, 2.881, 0.430], [2.094, 3.025, -1.337], [3.173, 3.832, -0.195], [3.125, 0.808, -0.858], [3.811, 1.356, 0.645], [4.536, 2.238, -1.902], [-1.104, 3.815, -0.268], [-0.387, 5.171, -0.125], [-1.011, 6.068, -1.051], [-2.079, 3.847, 0.217], [-0.551, 3.026, 0.241], [-1.142, 3.534, -1.321], [0.656, 5.141, -0.438], [-0.321, 5.589, 0.880], [-1.963, 6.001, -0.954], [4.993, -1.008, 1.830], [6.049, 0.117, 1.707], [7.178, -0.157, 2.451], [5.560, -1.939, 1.812], [4.193, -0.978, 1.091], [4.510, -0.919, 2.803], [5.529, 0.997, 2.086], [6.263, 0.366, 0.668], [7.851, -0.430, 1.823], [-0.426, -4.966, 3.040], [-0.761, -3.578, 2.525], [-0.321, -2.564, 3.446], [-0.652, -5.665, 2.235], [-1.126, -5.256, 3.824], [0.611, -5.153, 3.320], [-1.812, -3.363, 2.336], [-0.207, -3.511, 1.589], [-0.430, -1.686, 3.073], [3.081, 2.517, -5.656], [3.218, 2.239, -4.156], [4.007, 3.176, -3.441], [2.674, 1.649, -6.176], [4.023, 2.692, -6.174], [2.515, 3.421, -5.881], [3.796, 1.327, -4.007], [2.265, 2.079, -3.652], [3.695, 4.062, -3.637], [-4.599, 1.206, -1.469], [-4.632, 2.089, -0.233], [-3.741, 1.548, 0.709], [-3.550, 1.088, -1.742], [-5.215, 1.706, -2.217], [-5.102, 0.279, -1.196], [-5.665, 2.111, 0.117], [-4.197, 3.070, -0.426], [-4.087, 1.713, 1.589], [3.156, -2.120, 5.191], [1.972, -2.278, 6.124], [1.037, -1.088, 6.229], [1.610, 0.083, 6.811], [2.270, 0.022, 8.096], [1.327, -3.471, 5.571], [3.806, -2.994, 5.191], [3.741, -1.293, 5.596], [2.852, -1.895, 4.169], [2.284, -2.557, 7.130], [0.161, -1.489, 6.739], [0.701, -0.729, 5.256], [2.726, 1.001, 8.245], [3.047, -0.739, 8.026], [1.603, -0.254, 8.913], [0.694, -3.110, 4.872], [1.983, -4.028, 5.043], [1.395, -0.756, 1.427], [0.097, 0.026, 1.082], [-0.506, -0.216, -0.260], [0.313, 0.224, -1.290], [-0.248, -0.178, -2.580], [-0.871, -0.131, 2.126], [1.849, -0.289, 2.300], [2.119, -0.718, 0.613], [1.270, -1.801, 1.710], [0.190, 1.112, 1.066], [-1.455, 0.289, -0.438], [-0.675, -1.290, -0.348], [-1.313, 0.026, -2.686], [-0.039, -1.242, -2.687], [0.309, 0.331, -3.367], [-1.742, 0.357, 1.975], [-0.547, 0.297, 2.981], [-2.932, -3.633, -0.701], [-3.724, -2.275, -0.448], [-5.218, -2.491, -0.712], [-5.300, -2.507, -2.123], [-6.639, -2.507, -2.599], [-3.403, -1.830, 0.956], [-3.150, -3.885, -1.738], [-3.211, -4.553, -0.187], [-1.849, -3.510, -0.725], [-3.371, -1.468, -1.091], [-5.705, -1.558, -0.430], [-5.529, -3.399, -0.195], [-7.309, -1.847, -2.047], [-7.070, -3.495, -2.759], [-6.726, -2.113, -3.612], [-2.405, -1.838, 1.109], [-3.698, -0.865, 0.998], [0.542, 3.787, 3.591], [0.510, 3.076, 4.891], [-0.821, 2.407, 5.267], [-1.135, 1.365, 4.383], [-2.255, 0.755, 5.014], [1.622, 2.172, 4.912], [0.412, 3.095, 2.759], [1.493, 4.297, 3.440], [-0.294, 4.486, 3.564], [0.634, 3.874, 5.623], [-1.528, 3.235, 5.317], [-0.647, 2.109, 6.301], [-1.891, 0.336, 5.953], [-2.690, -0.032, 4.398], [-3.056, 1.486, 5.124], [1.541, 1.599, 4.084], [1.604, 1.476, 5.643]],
  "atomic_forces_ev_per_a": [[-0.03, -0.07, -0.43], [0.05, 0.19, 0.24], [0.07, 0.20, -0.20], [0.10, -0.18, 0.15], [0.01, -0.10, 0.05], [0.07, 0.09, -0.05], [-0.29, -0.08, -0.06], [0.30, -0.16, 0.14], [-0.27, 0.16, 0.18], [1.00, -0.96, -0.21], [-0.15, 1.79, 0.09], [-0.83, -1.13, -0.89], [-0.23, 0.25, 0.26], [0.16, 0.00, 0.01], [-0.21, 0.16, 0.26], [-0.12, -0.11, 0.36], [0.45, 0.19, 0.07], [-0.08, -0.17, 0.07], [0.75, 1.02, 0.13], [-0.48, 0.40, -0.29], [0.10, 0.25, -1.65], [-0.26, -0.12, -0.30], [0.11, -0.03, 0.04], [-0.33, -0.12, 0.28], [-0.22, -0.72, 0.85], [0.36, -0.60, 0.79], [-0.07, -0.01, 0.11], [0.00, -1.15, 0.44], [-0.14, 1.25, -0.93], [-0.52, -0.24, -1.03], [0.22, -0.21, 0.16], [0.05, 0.15, -0.14], [-0.43, -0.15, 0.47], [0.57, 0.24, 0.50], [0.27, 0.17, 0.50], [-0.02, -0.02, 0.05], [0.41, -0.93, 0.45], [-0.36, 1.20, 0.06], [0.39, -0.56, 0.15], [-0.22, -0.19, -0.14], [-0.12, -0.06, 0.04], [0.23, -0.09, -0.05], [-0.37, 0.02, -0.12], [-0.13, 0.27, 0.11], [0.21, 0.44, -0.24], [0.99, 0.26, 0.92], [-0.25, -0.42, -0.99], [0.33, 0.56, 0.06], [-0.15, -0.01, -0.30], [0.07, -0.08, 0.11], [-0.26, 0.11, 0.06], [0.03, -0.32, -0.25], [-0.60, -0.14, 0.24], [-0.16, -0.04, 0.17], [0.77, 0.19, 0.28], [-2.65, 0.34, -0.76], [1.20, -0.17, 0.44], [-0.38, -0.32, -0.19], [0.33, -0.01, -0.20], [0.08, -0.15, 0.10], [0.45, 0.38, 0.25], [0.17, -0.21, -0.14], [0.17, -0.07, 0.24], [-1.29, -0.33, -0.11], [0.86, 0.87, 0.37], [0.38, -1.43, 0.39], [0.04, -0.08, -0.24], [0.38, 0.03, 0.42], [-0.07, 0.43, 0.15], [-0.12, -0.73, -0.09], [0.00, 0.52, -0.38], [-0.70, 0.51, -0.73], [0.28, 0.19, 0.01], [0.73, -0.59, -0.41], [-0.08, 0.43, -0.38], [-0.46, 0.08, 0.13], [0.44, -0.10, 0.48], [-0.50, -0.14, 0.16], [-0.19, -0.31, -0.21], [-0.30, 0.17, -0.14], [-0.05, 0.19, 0.15], [-0.47, 0.72, 0.80], [0.57, -0.09, -0.59], [0.44, -1.12, 0.13], [-0.11, -0.32, -0.40], [0.26, -0.11, -0.47], [0.40, -0.23, -0.33], [0.06, 0.42, 0.31], [-0.80, 0.45, -0.44], [-0.24, 0.28, 0.94], [0.91, 1.68, 1.10], [1.06, -1.54, -1.11], [0.22, -0.31, -0.07], [0.00, -0.21, 0.98], [-0.14, -0.67, -1.31], [-1.74, -0.04, 0.67], [-0.12, -0.09, 0.05], [0.53, 0.30, -0.48], [-0.16, 0.02, 0.06], [0.34, 0.26, 0.18], [-0.30, 0.43, 0.47], [0.01, -0.18, -0.18], [-0.17, -0.09, 0.07], [0.23, 0.09, 0.27], [-0.24, 0.16, -0.01], [-0.49, -0.33, -0.30], [0.21, 0.05, 0.21], [-0.25, 0.85, -0.33], [0.30, 1.44, 0.12], [-0.76, -1.23, -0.37], [0.44, 0.21, -2.05], [1.44, -0.02, 1.09], [-0.76, -1.58, 1.04], [0.15, 0.15, 0.06], [-0.14, 0.16, -0.04], [-0.50, 0.00, -0.23], [1.58, 0.35, -0.23], [-0.50, 0.07, 0.87], [-0.23, -0.54, -0.25], [-0.13, 0.07, 0.26], [-0.40, -0.24, -0.14], [-0.03, 0.15, 0.17], [-0.23, 0.12, -0.55], [0.31, 0.17, 0.07], [-0.54, 1.19, -1.74], [1.76, -1.65, 1.99], [1.63, 1.38, -0.13], [-1.17, -0.65, -0.77], [-0.06, 0.21, -0.84], [-1.35, -0.60, -0.98], [-0.05, -0.05, -0.32], [-0.20, 0.52, 0.78], [0.08, 0.14, 0.51], [0.02, -0.37, -0.68], [-0.58, -0.34, 0.84], [-0.55, 0.04, -0.11], [0.04, -0.21, 0.58], [0.01, -0.39, 0.82], [0.83, 0.35, -0.18], [0.09, 0.05, -0.16], [-0.01, 0.41, 0.40], [-0.68, 0.37, -1.02], [-0.19, -0.24, 0.56], [2.12, 1.85, -0.37], [-0.71, 0.49, 1.20], [-0.41, -0.70, -0.68], [0.85, -0.53, -0.25], [-0.08, -0.13, -0.17], [-0.06, 0.09, 0.11], [0.08, 0.23, -0.28], [0.21, -0.09, 0.55], [-0.82, -0.28, -0.34], [-0.32, -0.76, 0.15], [-0.43, -0.06, 0.29], [0.38, -0.13, -0.18], [0.01, 0.09, 0.39], [0.21, -0.02, -0.47], [-0.13, 0.29, 0.54]],
  "charge": -1,
  "relative_energy_ev": 0.000,
  "multiplicity": 2,
  "lumo_ev": [1.91, 1.90],
  "gap_ha": [0.0590, 0.3211],
  "e_homo_ev": [0.302, -6.835]
}


[2]
{
  "formula": "C34H38N6O",
  "method": "ωB97M-V/def2-TZVPD",
  "symbols": ["C", "C", "C", "O", "C", "H", "H", "H", "H", "H", "H", "H", "H", "N", "C", "C", "C", "C", "C", "H", "H", "H", "H", "H", "N", "C", "C", "C", "C", "C", "H", "H", "H", "H", "H", "N", "C", "C", "C", "C", "C", "H", "H", "H", "H", "H", "N", "C", "C", "C", "C", "C", "H", "H", "H", "H", "H", "N", "C", "C", "C", "C", "C", "H", "H", "H", "H", "H", "N", "C", "C", "C", "C", "C", "H", "H", "H", "H", "H"],
  "xyz": [[4.243, -0.799, -1.411], [2.957, -0.031, -1.658], [3.293, 1.336, -0.991], [3.881, 0.754, 0.167], [4.843, -0.261, -0.109], [4.953, -0.868, -2.235], [4.082, -1.847, -1.160], [2.062, -0.442, -1.192], [2.767, -0.046, -2.731], [2.470, 1.959, -0.639], [3.940, 2.027, -1.531], [4.925, -0.874, 0.788], [5.863, 0.104, -0.224], [1.336, 4.828, 3.032], [0.901, 4.376, 1.886], [1.741, 4.498, 0.680], [3.045, 5.085, 0.760], [3.303, 5.727, 2.008], [2.508, 5.601, 3.080], [-0.043, 3.891, 1.685], [1.360, 4.117, -0.255], [3.742, 5.090, -0.065], [4.137, 6.414, 2.003], [2.879, 5.922, 4.042], [-1.930, 2.085, -4.599], [-0.889, 2.727, -5.211], [-0.035, 2.081, -6.082], [-0.195, 0.727, -6.383], [-1.234, 0.061, -5.702], [-2.069, 0.744, -4.831], [-0.729, 3.787, -5.080], [0.730, 2.631, -6.610], [0.432, 0.235, -7.111], [-1.367, -1.002, -5.834], [-2.751, 0.175, -4.215], [-3.493, -3.704, -2.188], [-3.554, -2.764, -1.239], [-4.663, -1.895, -1.090], [-5.758, -2.076, -1.993], [-5.665, -3.093, -2.925], [-4.511, -3.796, -3.135], [-2.702, -2.792, -0.577], [-4.603, -1.128, -0.333], [-6.729, -1.611, -1.921], [-6.584, -3.302, -3.453], [-4.423, -4.536, -3.917], [-0.352, 1.668, -0.577], [-0.159, 1.030, 0.601], [-0.172, -0.361, 0.685], [-0.503, -1.137, -0.431], [-0.826, -0.433, -1.601], [-0.632, 0.951, -1.684], [0.170, 1.770, 1.316], [0.124, -0.920, 1.560], [-0.492, -2.215, -0.382], [-1.136, -0.978, -2.481], [-0.897, 1.588, -2.514], [-3.433, -5.354, 3.190], [-2.834, -4.995, 4.360], [-1.541, -4.479, 4.463], [-0.849, -4.174, 3.248], [-1.564, -4.374, 2.061], [-2.826, -4.970, 2.077], [-3.340, -5.252, 5.279], [-1.165, -4.160, 5.424], [0.110, -3.679, 3.272], [-1.108, -4.045, 1.139], [-3.263, -5.312, 1.151], [1.492, -0.596, 3.872], [2.364, 0.391, 3.501], [2.150, 1.685, 3.885], [1.028, 2.006, 4.690], [0.288, 0.966, 5.160], [0.454, -0.297, 4.671], [3.256, 0.213, 2.919], [2.876, 2.462, 3.697], [0.789, 2.986, 5.077], [-0.477, 1.132, 5.904], [0.004, -1.233, 4.968]],
  "atomic_forces_ev_per_a": [[0.64, -2.50, 0.86], [0.03, 0.97, -1.35], [-0.01, -1.89, 0.36], [0.78, 2.14, 2.26], [-0.48, 1.30, -0.75], [-0.13, 0.62, -0.10], [-0.58, -0.25, -0.49], [0.30, -0.05, 0.26], [-0.13, 0.40, -0.09], [-0.41, -0.44, -0.01], [0.53, -0.33, -0.32], [-0.63, -0.47, -0.27], [0.06, 0.58, -0.30], [0.20, 1.30, 0.05], [2.00, 0.42, -0.25], [1.72, -0.06, 0.17], [-1.86, 0.16, 2.26], [1.85, 0.72, -5.11], [-3.27, -2.69, 1.43], [-0.43, 0.12, 0.76], [-0.28, 0.05, -0.18], [-0.05, 0.07, 0.01], [0.39, -0.23, 0.48], [-0.40, 0.03, 0.27], [0.91, -0.34, -0.35], [-1.36, -1.46, 0.09], [0.35, -0.68, -0.83], [-1.21, 0.44, 1.05], [0.73, -0.06, -0.54], [1.41, 1.67, -0.03], [-0.44, 0.12, 0.44], [0.13, 0.19, 0.14], [0.03, -0.10, 0.08], [-0.09, -0.10, -0.07], [-0.51, 0.29, -0.08], [-0.72, 0.20, -1.97], [-1.43, -0.48, -0.95], [-0.18, -0.44, -1.34], [1.53, -0.45, 1.80], [-0.88, 0.44, -0.57], [1.51, -0.01, 2.84], [-0.14, 0.36, 0.33], [-0.34, 0.06, 0.04], [0.23, 0.52, 0.33], [0.17, -0.11, -0.57], [0.21, -0.08, 0.08], [0.26, -0.35, 0.11], [0.45, 0.22, -2.03], [0.19, -0.61, 0.20], [-0.20, 1.93, -0.30], [0.60, -0.30, -0.36], [-0.98, 0.04, 1.89], [-0.13, -0.79, 1.00], [-0.02, 0.41, 0.43], [-0.11, 0.01, -0.05], [-0.01, -0.04, -0.13], [0.21, -0.47, -0.47], [0.30, 0.85, 1.14], [0.64, -0.69, -0.70], [-0.20, 0.69, -1.71], [-1.95, -0.04, 0.86], [0.84, 0.35, 0.62], [0.75, -0.73, 0.27], [-0.37, 0.01, -0.03], [0.22, -0.34, 0.08], [0.17, -0.13, -0.11], [-0.06, -0.23, -0.25], [-0.30, 0.31, -0.19], [1.00, 0.64, -0.96], [-1.32, -0.60, 0.70], [-1.00, 1.45, 0.93], [1.35, -0.30, -0.18], [-1.93, 0.19, 0.73], [2.65, -1.51, -0.93], [-0.12, -0.76, -0.15], [0.12, 0.02, -0.40], [0.36, 0.24, -0.22], [-0.20, 0.14, -0.02], [-0.96, 0.45, 0.38]],
  "charge": 1,
  "multiplicity": 2,
  "lumo_ev": [-4.74, -8.81],
  "gap_ha": [0.2303, 0.0810],
  "e_homo_ev": [-11.012, -11.012]
}


> What is the formula in the first record?

C36H104N4O14